# C44H53N3O6SSeW

C44H53N3O6SSeW as an isolated structure at a distorted geometry (the ωB97M-V functional and the def2-TZVPD basis, OMol25).

Last column: Mulliken charge in e.
Atoms and positions in Å:
W -1.2105 0.6437 -1.2090  1.105
C -0.6706 2.2974 6.5793  -2.110
C 0.3547 1.7618 5.5781  1.874
C 0.6038 0.2722 5.8693  -1.536
C 1.6681 2.5411 5.7441  -1.655
C -0.1364 1.8688 4.1368  -0.553
C 0.7370 1.5650 3.0791  -0.581
C 0.2455 1.5415 1.8009  0.273
Se 1.2931 1.7682 0.2412  0.228
C 2.2341 0.3153 -0.4599  0.440
C 3.5002 0.0168 -0.0337  -0.804
C 4.3187 -0.7846 -0.8378  -0.449
C 3.8421 -1.0981 -2.1007  -0.647
C 2.5739 -0.7603 -2.6172  0.187
C 1.7366 -0.1420 -1.6980  0.542
O 0.3840 0.1014 -1.9181  0.136
C 2.3771 -0.9905 -4.1293  2.126
C 3.5378 -0.2802 -4.8580  -1.677
C 2.4336 -2.4936 -4.4389  -1.461
C 1.0843 -0.4122 -4.6892  -2.154
C 5.6839 -1.2359 -0.3157  1.974
C 6.5343 -1.8732 -1.4142  -1.981
C 5.4383 -2.2745 0.7910  -1.604
C 6.4456 -0.0365 0.2705  -1.699
C -1.1049 1.8580 1.5501  0.497
O -1.5150 1.6812 0.2565  -0.017
C -1.9677 2.3353 2.5284  -0.863
C -1.4327 2.2811 3.8206  -0.010
C -3.3660 2.9017 2.2527  2.345
C -4.0391 3.4168 3.5306  -2.333
C -4.2726 1.8289 1.6431  -1.184
C -3.2242 4.0769 1.2778  -1.591
H -0.2679 2.2043 7.5887  0.446
H -1.6081 1.7344 6.5534  0.427
H -0.8931 3.3555 6.4111  0.438
H 0.9294 0.1423 6.9038  0.439
H 1.3879 -0.1336 5.2212  0.343
H -0.3085 -0.3155 5.7286  0.319
H 1.9722 2.5205 6.7918  0.473
H 1.5526 3.5875 5.4497  0.368
H 2.4882 2.1090 5.1648  0.342
H 1.7871 1.3705 3.2657  0.648
H 3.8673 0.4164 0.9047  0.440
H 4.5102 -1.6180 -2.7728  0.445
H 4.5161 -0.6876 -4.6005  0.350
H 3.5468 0.7901 -4.6356  0.414
H 3.4079 -0.4013 -5.9356  0.476
H 3.3787 -2.9461 -4.1306  0.320
H 2.3267 -2.6532 -5.5144  0.482
H 1.6257 -3.0302 -3.9385  0.083
H 0.9495 0.6411 -4.4333  0.315
H 0.2144 -0.9649 -4.3627  0.276
H 1.1278 -0.4824 -5.7776  0.618
H 6.0788 -2.7836 -1.8149  0.377
H 7.5028 -2.1559 -0.9982  0.455
H 6.7207 -1.1816 -2.2418  0.423
H 4.8839 -3.1360 0.4075  0.346
H 4.8737 -1.8417 1.6239  0.341
H 6.3920 -2.6343 1.1858  0.454
H 6.5297 0.7794 -0.4529  0.363
H 7.4563 -0.3440 0.5459  0.472
H 5.9755 0.3549 1.1767  0.364
H -2.0686 2.5918 4.6306  0.715
H -4.2179 2.6188 4.2567  0.449
H -5.0111 3.8329 3.2639  0.466
H -3.4673 4.2125 4.0156  0.456
H -4.3304 0.9444 2.2857  0.290
H -3.9502 1.5326 0.6445  -0.057
H -5.2837 2.2306 1.5474  0.659
H -2.5593 4.8457 1.6786  0.389
H -4.2043 4.5316 1.1186  0.471
H -2.8463 3.7624 0.3032  0.153
C 0.7512 -1.8615 1.4271  -1.007
C -0.7136 -1.6361 1.3190  -0.107
N -1.4091 -1.0064 0.3712  0.249
C -2.7467 -1.1936 0.6796  -0.550
C -2.8665 -1.9161 1.8094  0.215
N -1.5792 -2.1725 2.1921  0.006
C -3.9635 -2.4416 2.6647  0.604
O -5.2044 -2.2647 2.2486  -0.513
O -3.6588 -2.9962 3.6867  -0.560
C -3.7405 -0.6031 -0.1958  0.740
O -4.9185 -0.8450 -0.1771  -0.747
O -3.1614 0.2211 -1.0624  -0.807
H 1.2671 -1.4419 0.5747  -0.329
H 0.9608 -2.9323 1.4615  0.561
H 1.1427 -1.4081 2.3398  0.205
H -1.3621 -2.7131 3.0224  0.376
H -5.2180 -1.8054 1.3752  0.396
C -0.8913 -2.8395 -1.9228  -1.243
C -1.7186 -2.0796 -2.9164  0.915
C -2.3939 -2.8581 -3.8830  -1.319
C -3.1660 -2.2685 -4.8260  -1.070
C -3.2744 -0.8601 -4.8630  1.166
C -4.0357 -0.1916 -5.8520  -0.938
C -4.1047 1.1691 -5.8624  -0.899
C -3.4033 1.9068 -4.8880  -0.510
C -2.6626 1.2683 -3.9285  0.916
S -1.8238 2.2771 -2.7427  -0.526
C -2.5947 -0.1368 -3.8865  -1.036
N -1.8451 -0.7649 -2.9047  1.720
H -0.2797 -3.5595 -2.4629  0.606
H -1.5400 -3.4129 -1.2553  0.430
H -0.2365 -2.2250 -1.3267  -0.340
H -2.2794 -3.9338 -3.8431  0.620
H -3.6981 -2.8631 -5.5607  0.466
H -4.5602 -0.7817 -6.5951  0.474
H -4.6905 1.6890 -6.6085  0.447
H -3.4531 2.9904 -4.8972  0.519

LUMO level (spin up / spin down): -8.428 / -8.427 eV
orbital gap (spin up / spin down): 5.354 / 5.355 eV
energy relative to the best compared isomer or geometry (same formula, charge and spin): 10.5 kcal/mol
max |F|: 1.55 eV Å⁻¹
E_tot: -141240.983 eV
charge: +2